DFT (the ωB97M-V functional and the def2-TZVPD basis) results for a structure of composition C38H33Cl2GdO2P2 in a non-equilibrium geometry.

The geometry in XYZ format:
```
78
Properties=species:S:1:pos:R:3
C -0.701 2.434 -3.454
C -0.069 2.949 -2.304
C 0.935 3.920 -2.451
C 1.330 4.336 -3.725
C 0.740 3.782 -4.866
C -0.286 2.838 -4.724
P -0.581 2.302 -0.678
C 0.193 3.510 0.466
C 1.365 3.098 1.147
C 1.789 3.853 2.247
C 1.196 5.086 2.531
C 0.149 5.567 1.737
C -0.384 4.760 0.728
Gd 0.520 0.284 1.152
P 0.643 -2.467 0.037
C 2.313 -2.834 -0.600
C 2.536 -3.650 -1.724
C 3.829 -3.817 -2.226
C 4.905 -3.135 -1.646
C 4.686 -2.298 -0.544
C 3.403 -2.152 -0.018
C 0.647 -3.161 1.753
C -0.578 -3.157 2.444
C -0.601 -3.349 3.821
C 0.577 -3.651 4.508
C 1.774 -3.787 3.803
C 1.806 -3.585 2.421
C -0.422 -3.661 -0.832
C -1.583 -3.189 -1.476
C -2.445 -4.087 -2.109
C -2.170 -5.460 -2.098
C -1.035 -5.938 -1.436
C -0.169 -5.045 -0.792
C -2.357 2.745 -0.605
C -2.986 3.573 -1.551
C -4.375 3.744 -1.527
C -5.145 3.128 -0.537
C -4.510 2.383 0.464
C -3.127 2.210 0.450
H -1.509 -2.993 1.895
H -1.548 -3.274 4.356
H 0.556 -3.801 5.588
H 2.692 -4.058 4.327
H 2.729 -3.747 1.862
H 1.706 -4.170 -2.203
H 3.990 -4.486 -3.074
H 5.912 -3.257 -2.050
H 5.519 -1.764 -0.083
H 3.253 -1.517 0.864
H -1.811 -2.122 -1.451
H -3.347 -3.716 -2.595
H -2.853 -6.157 -2.586
H -0.827 -7.009 -1.404
H 0.692 -5.436 -0.247
H -2.401 4.083 -2.317
H -4.850 4.362 -2.288
H -6.231 3.238 -0.534
H -5.102 1.935 1.261
H -2.639 1.656 1.258
H 2.018 2.278 0.769
H 2.606 3.454 2.857
H 1.564 5.679 3.373
H -0.273 6.555 1.914
H -1.263 5.077 0.160
H 1.390 4.371 -1.567
H 2.101 5.101 -3.824
H 1.064 4.096 -5.860
H -0.775 2.424 -5.607
H -1.525 1.727 -3.344
H 0.949 -0.560 -3.760
H 0.234 -0.738 -3.734
Cl -1.039 2.543 4.522
C -0.665 0.854 4.916
Cl -2.047 -0.006 5.577
C -0.219 0.273 3.612
O 1.042 0.247 3.354
O -1.069 -0.007 2.673
H 0.170 0.784 5.607
```

Calculated values
- <S²> = 15.85
- F_max (eV Å⁻¹) = 5.38
- molecular weight (g mol⁻¹) = 811.78
- highest occupied orbital energy (alpha / beta) (eV) = -10.66 / -13.32
- total charge = +2
- gap between HOMO and LUMO (alpha / beta) (eV) = 5.08 / 3.26
- spin multiplicity = 8

Atomic partial charges in e from the Löwdin method, atoms 1 to 2: atom 1 (C): -0.135, atom 2 (C): -0.388


DFT (the ωB97M-V functional and the def2-TZVPD basis) results for a structure of composition C38H33Cl2N4O2PSSe2W in a non-equilibrium geometry.

The geometry in XYZ format:
```
84
Properties=species:S:1:pos:R:3
W -0.915 -0.782 0.707
N -3.088 -1.322 4.202
C -2.192 -0.895 3.343
O -2.056 -1.507 2.237
C -1.297 0.270 3.592
C -0.361 0.405 2.387
H -3.723 -2.062 3.937
H -3.195 -0.871 5.097
H -0.782 0.152 4.550
H -1.941 1.146 3.713
H 0.653 0.091 2.672
H -0.249 1.443 2.064
Cl -1.587 1.845 -1.114
C -1.327 1.670 -2.859
C -1.408 2.797 -3.647
C -1.183 2.652 -5.011
C -0.886 1.402 -5.538
C -0.812 0.299 -4.706
Cl -0.466 -1.247 -5.417
C -1.029 0.387 -3.327
S -0.904 -1.011 -2.289
H -1.651 3.751 -3.211
H -1.261 3.504 -5.669
H -0.718 1.270 -6.595
O -0.327 -3.416 2.332
N 0.341 -2.348 1.792
C 1.603 -2.516 1.973
C 2.782 -1.840 1.464
C 3.981 -2.431 1.902
C 5.205 -1.994 1.429
C 5.248 -0.981 0.483
C 4.078 -0.388 0.044
C 2.832 -0.787 0.531
P 1.421 0.231 0.028
C 1.832 0.467 -1.728
C 1.928 1.716 -2.326
C 2.346 1.830 -3.645
C 2.677 0.700 -4.368
C 2.582 -0.555 -3.777
C 2.158 -0.670 -2.469
C 1.839 1.811 0.867
C 1.214 3.011 0.506
C 1.501 4.192 1.170
C 2.405 4.200 2.223
C 3.017 3.020 2.600
C 2.741 1.838 1.929
H -1.259 -3.157 2.329
H 1.845 -3.396 2.568
H 3.945 -3.244 2.611
H 6.117 -2.450 1.782
H 6.193 -0.639 0.085
H 4.140 0.412 -0.680
H 1.710 2.618 -1.773
H 2.423 2.808 -4.096
H 3.005 0.788 -5.393
H 2.832 -1.440 -4.341
H 2.089 -1.658 -2.028
H 0.496 3.036 -0.302
H 1.017 5.106 0.858
H 2.631 5.121 2.740
H 3.723 3.009 3.417
H 3.246 0.945 2.264
Se -3.025 -1.175 -0.920
Se -4.722 -1.447 0.920
C -4.352 0.372 1.379
C -5.439 1.136 1.813
C -5.241 2.454 2.163
C -3.960 2.993 2.045
C -2.951 2.173 1.597
N -3.121 0.879 1.287
C -2.257 -2.939 -0.885
C -2.789 -4.095 -1.410
C -1.957 -5.204 -1.466
C -0.648 -5.096 -1.024
C -0.215 -3.902 -0.482
N -1.012 -2.830 -0.399
H -6.426 0.698 1.851
H -6.070 3.056 2.501
H -3.756 4.025 2.286
H -1.944 2.558 1.487
H -3.801 -4.128 -1.786
H -2.314 -6.139 -1.874
H 0.028 -5.934 -1.091
H 0.792 -3.788 -0.111
```

Calculated values
- F_max (eV Å⁻¹) = 3.02
- molecular weight (g mol⁻¹) = 1053.42
- relative energy (zero: lowest compared OMol25 entry of this formula, charge and spin) (kcal/mol) = 33.8
- highest occupied orbital energy (alpha / beta) (eV) = -12.45 / -12.45
- total charge = +2
- gap between HOMO and LUMO (alpha / beta) (eV) = 6.64 / 6.64

Atomic partial charges in e from the Löwdin method, atoms 1 to 2: atom 1 (W): 1.227, atom 2 (N): 0.264


DFT (the ωB97M-V functional and the def2-TZVPD basis) results for a structure of composition C38H33N4OP2W.

The geometry in XYZ format:
```
79
Properties=species:S:1:pos:R:3
W -0.260 0.453 -0.407
C -1.738 4.587 -1.204
C -1.559 3.148 -0.905
N -0.418 2.556 -0.789
N 0.753 3.205 -1.103
C 1.634 2.322 -1.450
O 1.280 1.003 -1.441
C 2.982 2.656 -1.863
C 3.410 3.987 -1.790
C 4.699 4.314 -2.164
C 5.562 3.322 -2.620
C 5.137 2.000 -2.703
C 3.851 1.662 -2.324
C -2.690 2.200 -0.832
C -4.005 2.592 -0.909
C -5.010 1.624 -0.963
C -4.655 0.289 -0.958
C -3.313 -0.047 -0.877
N -2.343 0.878 -0.800
H -0.776 5.085 -1.264
H -2.343 5.058 -0.426
H -2.269 4.711 -2.151
H 2.728 4.752 -1.444
H 5.034 5.340 -2.110
H 6.568 3.581 -2.921
H 5.811 1.239 -3.072
H 3.513 0.637 -2.397
H -4.256 3.643 -0.946
H -6.048 1.923 -1.028
H -5.394 -0.497 -1.026
H -3.001 -1.083 -0.879
N -0.232 -2.068 1.505
P -0.479 -0.456 1.845
C -1.344 -0.086 3.337
C -0.633 0.085 4.530
C -1.330 0.313 5.703
C -2.719 0.372 5.684
C -3.424 0.204 4.497
C -2.741 -0.026 3.317
C 1.084 0.434 1.686
C 1.140 1.814 2.006
C 2.322 2.501 1.841
C 3.454 1.839 1.351
C 3.412 0.489 1.026
C 2.237 -0.223 1.193
P -0.206 -2.158 -0.212
C 1.216 -3.065 -0.783
C 1.301 -4.437 -0.525
C 2.399 -5.147 -0.975
C 3.393 -4.500 -1.704
C 3.298 -3.143 -1.982
C 2.211 -2.418 -1.519
C -1.667 -3.086 -0.687
C -2.674 -3.402 0.225
C -3.807 -4.072 -0.216
C -3.939 -4.410 -1.557
C -2.935 -4.091 -2.466
C -1.794 -3.434 -2.034
H 0.015 -2.798 2.164
H 0.450 0.040 4.543
H -0.794 0.444 6.633
H -3.260 0.551 6.604
H -4.505 0.254 4.497
H -3.286 -0.162 2.388
H 0.262 2.310 2.405
H 2.381 3.551 2.096
H 4.377 2.392 1.229
H 4.296 -0.012 0.655
H 2.213 -1.283 0.976
H 0.512 -4.951 0.012
H 2.477 -6.207 -0.773
H 4.242 -5.064 -2.067
H 4.065 -2.655 -2.567
H 2.134 -1.358 -1.735
H -2.571 -3.150 1.273
H -4.578 -4.346 0.491
H -4.820 -4.939 -1.896
H -3.034 -4.372 -3.505
H -1.000 -3.214 -2.740
```

Calculated values
- <S²> = 2.02
- F_max (eV Å⁻¹) = 0.47
- molecular weight (g mol⁻¹) = 807.50
- highest occupied orbital energy (alpha / beta) (eV) = -16.17 / -16.20
- total charge = +3
- gap between HOMO and LUMO (alpha / beta) (eV) = 5.55 / 5.73
- spin multiplicity = 3

Atomic partial charges in e from the Löwdin method, atoms 1 to 2: atom 1 (W): 1.526, atom 2 (C): 0.028